Record 1
Computed, not measured: a cluster of 7 separate species, C39H41BF7N3O3S in total, with ωB97M-V/def2-TZVPD.

Element x y z (Å)
C -0.2763 0.3765 1.7433
N -0.7454 -0.3063 0.5313
C -2.1926 -0.6412 0.5689
B 0.0337 -1.4313 0.1322
O 0.9828 -2.0816 0.8940
N -0.2637 -1.9845 -1.2503
C -0.1122 -3.4551 -1.3237
N -0.3713 -3.9294 -2.6775
S 0.5655 -1.1728 -2.4036
O -0.1569 -1.1726 -3.6283
O 0.9749 0.0950 -1.8910
F 1.8748 -2.0081 -2.6116
H -0.8741 0.1258 2.6205
H -0.3963 1.4533 1.6003
H 0.7799 0.2160 1.9391
H -2.6243 -0.3661 1.5276
H -2.3542 -1.7103 0.4327
H -2.7382 -0.1142 -0.2126
H 1.7485 -1.5403 1.0998
H 0.8835 -3.7741 -1.0367
H -0.8503 -3.8643 -0.6270
H -1.1785 -3.4502 -3.0620
H -0.6291 -4.9021 -2.6428
F -3.8055 4.5678 -1.1164
C -2.4964 4.3955 -0.8251
C -1.7834 5.4516 -0.2963
C -0.4425 5.2609 0.0063
C 0.1605 4.0324 -0.2284
C -0.5781 2.9863 -0.7652
C -1.9206 3.1649 -1.0644
H -2.2730 6.4013 -0.1268
H 0.1309 6.0764 0.4276
H 1.2067 3.8882 0.0069
H -0.1123 2.0277 -0.9537
H -2.5172 2.3617 -1.4770
F -6.5388 0.6664 -0.1958
C -7.2895 1.6268 -0.7761
C -6.7841 2.9077 -0.8630
C -7.5566 3.8897 -1.4644
C -8.8172 3.5827 -1.9589
C -9.3054 2.2873 -1.8558
C -8.5373 1.2951 -1.2637
H -5.8020 3.1286 -0.4673
H -7.1706 4.8967 -1.5464
H -9.4178 4.3524 -2.4246
H -10.2884 2.0462 -2.2376
H -8.8950 0.2777 -1.1796
F 1.2033 3.3413 2.9195
C 2.5186 3.5733 2.7421
C 2.9186 4.7782 2.1992
C 4.2715 5.0149 2.0104
C 5.2033 4.0512 2.3706
C 4.7797 2.8484 2.9194
C 3.4265 2.6019 3.1111
H 2.1745 5.5125 1.9198
H 4.5980 5.9540 1.5854
H 6.2581 4.2391 2.2261
H 5.5047 2.0962 3.1993
H 3.0762 1.6736 3.5430
F 2.0352 -5.7215 -1.3284
C 3.3671 -5.6134 -1.5190
C 3.8765 -4.4651 -2.0939
C 5.2485 -4.3735 -2.2816
C 6.0818 -5.4176 -1.9039
C 5.5432 -6.5607 -1.3310
C 4.1745 -6.6632 -1.1311
H 3.2183 -3.6608 -2.3901
H 5.6671 -3.4805 -2.7261
H 7.1499 -5.3399 -2.0566
H 6.1894 -7.3776 -1.0391
H 3.7339 -7.5427 -0.6810
F -2.0296 -5.7865 -3.8559
C -2.1921 -7.0741 -4.2429
C -1.2005 -7.6682 -4.9948
C -1.3671 -8.9887 -5.3857
C -2.5141 -9.6847 -5.0289
C -3.4980 -9.0608 -4.2743
C -3.3390 -7.7430 -3.8708
H -0.3188 -7.1030 -5.2660
H -0.5981 -9.4742 -5.9709
H -2.6406 -10.7131 -5.3392
H -4.3940 -9.6002 -3.9984
H -4.0894 -7.2384 -3.2771
F 5.7001 6.4800 4.7025
C 4.7085 6.3514 5.6101
C 3.6818 5.4625 5.3611
C 2.6708 5.3364 6.3027
C 2.6930 6.0978 7.4637
C 3.7347 6.9871 7.6880
C 4.7564 7.1162 6.7581
H 3.6751 4.8814 4.4531
H 1.8614 4.6396 6.1261
H 1.8997 5.9977 8.1925
H 3.7536 7.5841 8.5899
H 5.5812 7.7982 6.9163

Computed properties:
net charge	0
SMILES	CN(C)B(O)N(CN)S(=O)(=O)F.Fc1ccccc1.Fc1ccccc1.Fc1ccccc1.Fc1ccccc1.Fc1ccccc1.Fc1ccccc1
LUMO	0.3	eV
Kohn-Sham gap	9.4	eV
calculated total energy	-3022.8670	a.u.

***

Record 2
Computed, not measured: a structure of composition C39H41BaN6O2, with ωB97M-V/def2-TZVPD.

Element x y z (Å)
Ba 0.8017 -0.5292 -1.1768
O 3.5607 0.0735 -0.2620
C 4.0196 -0.0997 1.0655
C 2.8787 -0.1659 2.0554
C 3.1716 -0.2944 3.4113
C 2.1340 -0.2775 4.3243
C 0.8317 -0.1369 3.8611
C 0.6323 -0.0479 2.4973
N 1.6316 -0.0647 1.6101
H 4.1829 0.6434 -0.7297
H 4.6610 0.7347 1.3624
H 4.6104 -1.0195 1.1460
H 4.1990 -0.3950 3.7379
H 2.3361 -0.3664 5.3834
H -0.0035 -0.0947 4.5459
H -0.3680 0.0492 2.0835
C -1.6151 4.0310 1.8212
C -1.9819 5.0235 0.7493
C -2.9908 5.9544 0.9803
C -3.3024 6.9343 0.0528
C -2.5905 7.0050 -1.1357
C -1.6046 6.0730 -1.4015
C -1.3079 5.0710 -0.4800
N -0.2809 4.1432 -0.7874
C -0.4340 2.7794 -0.9883
N -1.7188 2.3687 -0.9840
C -2.4179 1.1414 -1.1964
C -1.7906 -0.1000 -1.3348
C -2.6366 -1.1892 -1.5800
C -4.0162 -1.0690 -1.6559
C -4.6010 0.1748 -1.4858
C -3.8209 1.2975 -1.2581
C -4.4909 2.6444 -1.1095
N 0.6081 2.0233 -1.2059
C 1.8900 2.5951 -1.0361
C 2.3343 2.9328 0.2470
C 3.6152 3.4079 0.4584
C 4.4866 3.5393 -0.6168
C 4.0502 3.2164 -1.8923
C 2.7542 2.7556 -2.1266
C 2.3050 2.4399 -3.5309
H -1.7460 4.4808 2.8050
H -0.5763 3.7163 1.7205
H -2.2402 3.1359 1.7766
H -3.5271 5.9174 1.9214
H -4.0850 7.6513 0.2619
H -2.8117 7.7787 -1.8588
H -1.0574 6.1058 -2.3365
H 0.5633 4.5249 -1.1818
H -2.3497 3.1528 -0.9395
H -2.2011 -2.1784 -1.7239
H -4.6384 -1.9337 -1.8619
H -5.6779 0.2781 -1.5486
H -5.5686 2.5403 -1.2249
H -4.1578 3.3573 -1.8714
H -4.3105 3.0896 -0.1268
H 1.6542 2.8064 1.0807
H 3.9338 3.6767 1.4581
H 5.4926 3.9085 -0.4643
H 4.7219 3.3395 -2.7343
H 2.7324 3.1510 -4.2366
H 1.2202 2.4756 -3.6144
H 2.6348 1.4423 -3.8364
C -0.7967 -6.7881 1.4546
N -0.8525 -5.4085 1.0219
N 0.0769 -4.8571 0.1627
C -0.1382 -3.5053 0.0664
O 0.5401 -2.7392 -0.6680
C -1.2344 -3.2297 0.9252
C -1.6329 -4.4141 1.4896
C -2.7302 -4.6739 2.4592
C 0.9829 -5.6535 -0.5900
C 0.4980 -6.5431 -1.5406
C 1.3881 -7.3290 -2.2539
C 2.7530 -7.2172 -2.0264
C 3.2299 -6.3121 -1.0896
C 2.3458 -5.5298 -0.3630
H 0.1997 -7.1832 1.2791
H -1.5220 -7.4053 0.9229
H -1.0049 -6.8436 2.5214
H -1.6839 -2.2595 1.0554
H -3.2483 -3.7442 2.6772
H -2.3397 -5.0804 3.3938
H -3.4472 -5.3862 2.0493
H -0.5682 -6.6114 -1.7186
H 1.0164 -8.0224 -2.9963
H 3.4460 -7.8378 -2.5784
H 4.2938 -6.2189 -0.9158
H 2.7005 -4.8264 0.3792

Computed properties:
net charge	+1
LUMO	-1.9	eV
relative energy (zero: lowest compared OMol25 entry of this formula, charge and spin)	0.675	eV
Kohn-Sham gap	7.4	eV
calculated total energy	-2015.1298	a.u.

***

Record 3
Computed, not measured: a structure of composition C39H41CaN5OP3Se2, with ωB97M-V/def2-TZVPD.

Element x y z (Å)
Ca 1.0417 0.1978 0.5469
N -0.1927 -0.6166 2.7954
C -1.4218 -0.3124 3.4432
C -1.5462 -0.5108 4.8668
C -2.7600 -0.2396 5.4567
C -3.8687 0.2211 4.6960
C -3.7286 0.3418 3.3179
C -2.5310 0.0582 2.6349
P -2.4437 0.0892 0.8236
C -2.0924 1.8299 0.4927
C -2.0677 2.8522 1.4356
C -1.8229 4.1589 1.0394
C -1.7280 4.5000 -0.3039
C -1.8341 3.4945 -1.2854
C -2.0208 2.1626 -0.8671
C -4.1315 -0.1140 0.1908
C -5.0199 0.9631 -0.1144
C -6.3406 0.7326 -0.4583
C -6.8527 -0.5634 -0.5347
C -5.9879 -1.6295 -0.2907
C -4.6625 -1.4100 0.0913
H -0.0459 -1.5800 2.4988
H 0.6154 -0.1679 3.1980
H -0.7093 -0.9557 5.4126
H -2.9000 -0.3687 6.5432
H -4.8251 0.4473 5.1807
H -4.5717 0.6758 2.7277
H -2.2579 2.6358 2.4971
H -1.7723 4.9372 1.7975
H -1.5826 5.5504 -0.5959
H -1.7734 3.7077 -2.3523
H -2.1756 1.3841 -1.6234
H -4.6844 2.0083 0.0219
H -6.9799 1.5973 -0.6457
H -7.9416 -0.7365 -0.6888
H -6.3026 -2.6558 -0.4108
H -4.0462 -2.2879 0.3589
N 5.3761 -0.0113 1.7604
C 5.5662 -0.7520 0.5880
C 4.3180 -1.0378 0.1176
N 3.3446 -0.4461 0.9327
C 4.0444 0.1792 1.9150
C 3.4258 0.9792 2.9571
N 2.0849 1.1068 3.0874
C 1.8900 2.1513 3.9602
C 3.0918 2.6471 4.3896
N 4.0796 1.8699 3.7623
H 6.0942 0.2588 2.4151
H 6.5276 -0.9909 0.1361
H 3.9758 -1.6409 -0.7120
H 0.8778 2.4667 4.2378
H 3.3243 3.5179 5.0207
H 5.0708 1.9843 3.8383
Se 0.7018 -3.1125 0.2963
P 0.6232 -2.5606 -1.8748
Se 0.5484 -0.4347 -2.4687
C 2.0456 -3.4010 -2.5622
C 2.0990 -4.8115 -2.3882
C 3.1487 -5.5231 -2.9192
C 4.1488 -4.8727 -3.6757
C 4.0700 -3.4895 -3.8961
C 3.0259 -2.7517 -3.3280
C -0.8376 -3.3144 -2.5775
C -1.8401 -3.9018 -1.7959
C -2.9644 -4.4146 -2.4007
C -3.1092 -4.3218 -3.7928
C -2.0804 -3.8101 -4.5817
C -0.9248 -3.2680 -3.9737
H 1.3148 -5.3052 -1.8194
H 3.1983 -6.6062 -2.8202
H 5.0027 -5.4485 -4.0562
H 4.8097 -3.0073 -4.5519
H 2.9405 -1.6747 -3.5019
H -1.7266 -3.9557 -0.7054
H -3.7790 -4.8724 -1.8306
H -4.0535 -4.6214 -4.2460
H -2.1979 -3.7444 -5.6609
H -0.1667 -2.7780 -4.5728
C 1.6295 5.1170 -0.6565
P 2.2707 3.4093 -0.7350
C 2.4537 3.0737 -2.5288
C 3.9800 3.4610 -0.0824
O 1.4648 2.3576 0.0251
H 2.4952 5.7982 -0.7590
H 1.0570 5.3380 0.2326
H 1.0239 5.3245 -1.5360
H 3.0530 3.8609 -2.9908
H 1.4704 3.0904 -3.0356
H 2.9718 2.1011 -2.6650
H 4.6137 4.2059 -0.5960
H 4.4430 2.4915 -0.2672
H 3.9497 3.6940 0.9958

Computed properties:
net charge	+1
LUMO	-2.5	eV
relative energy (zero: lowest compared OMol25 entry of this formula, charge and spin)	0.868	eV
Kohn-Sham gap	7.0	eV
calculated total energy	-8364.3866	a.u.

***

Record 4
Computed, not measured: a structure of composition C39H41ClN4O6PSSiTi, with ωB97M-V/def2-TZVPD.

Element x y z (Å)
Ti -1.1223 0.0717 0.5678
O -0.3260 2.8463 3.0024
S -0.7652 2.4155 1.7270
O -1.1284 3.4135 0.7431
O -1.9093 1.3660 1.8162
O 0.2166 1.4117 1.0607
O -1.8305 1.3551 -0.8617
C -3.2151 1.2503 -1.3078
C -3.1570 1.1136 -2.8148
C -2.0027 0.1754 -3.2056
C -2.1016 -1.1805 -2.5592
C -2.7186 -2.1986 -3.2803
C -2.7675 -3.4849 -2.7858
C -2.1634 -3.7323 -1.5648
C -1.6027 -2.6720 -0.8906
N -1.5805 -1.4026 -1.3320
H -1.5965 2.2863 -0.6054
H -3.7576 2.1290 -0.9652
H -3.6320 0.3657 -0.8289
H -2.9834 2.0891 -3.2723
H -4.1143 0.7418 -3.1861
H -1.0543 0.6375 -2.9354
H -2.0025 0.0381 -4.2862
H -3.1383 -1.9639 -4.2492
H -3.2440 -4.2780 -3.3464
H -2.1304 -4.7229 -1.1345
H -1.1368 -2.8495 0.0633
Cl 1.3882 -0.5742 -1.5837
C 2.1770 0.2047 -2.9482
C 2.7910 -0.6417 -3.8526
C 3.4380 -0.0970 -4.9521
C 3.4589 1.2790 -5.1220
C 2.8412 2.1056 -4.1927
C 2.1854 1.5887 -3.0765
P 1.2993 2.6369 -1.8488
C 1.4425 4.2938 -2.6069
C 2.5731 5.1039 -2.5121
C 2.5969 6.3437 -3.1321
C 1.4977 6.7845 -3.8579
C 0.3686 5.9858 -3.9596
C 0.3419 4.7496 -3.3294
C 2.5283 2.7338 -0.4907
C 2.2406 3.6183 0.5511
C 3.0565 3.6848 1.6669
C 4.1728 2.8618 1.7628
C 4.4699 1.9861 0.7304
C 3.6519 1.9227 -0.3939
H 2.7621 -1.7111 -3.6952
H 3.9211 -0.7486 -5.6673
H 3.9605 1.7145 -5.9756
H 2.8666 3.1778 -4.3358
H 3.4341 4.7651 -1.9494
H 3.4766 6.9686 -3.0493
H 1.5201 7.7538 -4.3383
H -0.4925 6.3292 -4.5175
H -0.5461 4.1297 -3.3939
H 1.3617 4.2509 0.4905
H 2.8143 4.3710 2.4676
H 4.8120 2.9113 2.6346
H 5.3493 1.3562 0.7860
H 3.9114 1.2446 -1.1972
N 1.3554 -8.3616 6.6427
C 1.3058 -7.4115 6.0005
C 1.2451 -6.2201 5.1937
C 0.1035 -5.4241 5.2150
C 0.0487 -4.2778 4.4431
C 1.1291 -3.9445 3.6407
C 2.2701 -4.7304 3.6112
C 2.3306 -5.8676 4.3953
N 1.0667 -2.7748 2.8220
C 2.1006 -1.8903 2.5672
C 1.5997 -0.9415 1.7452
N 0.2703 -1.2416 1.4755
C -0.0097 -2.3423 2.1591
H -0.7292 -5.6973 5.8478
H -0.8187 -3.6330 4.4870
H 3.0981 -4.4698 2.9654
H 3.2134 -6.4911 4.3820
H 3.0694 -1.9973 3.0203
H 2.0738 -0.0637 1.3392
H -0.9635 -2.8411 2.1876
C -4.9761 0.0138 2.0434
Si -3.6036 -1.1796 2.3790
C -2.8122 -0.9162 4.0414
C -4.1322 -2.9477 2.1422
O -2.4441 -0.9373 1.1808
H -5.7471 -0.0392 2.8144
H -5.4556 -0.1956 1.0846
H -4.5785 1.0302 2.0306
H -3.5586 -0.5764 4.7625
H -2.0459 -0.1417 3.9752
H -2.3681 -1.8257 4.4499
H -4.8765 -3.2410 2.8858
H -3.2913 -3.6410 2.2363
H -4.5760 -3.0866 1.1539

Computed properties:
net charge	+1
LUMO	-3.6	eV
relative energy (zero: lowest compared OMol25 entry of this formula, charge and spin)	1.638	eV
Kohn-Sham gap	6.8	eV
calculated total energy	-4519.9806	a.u.

***

Record 5
Computed, not measured: a structure of composition C39H41MnN4O2Sb2Se2, with ωB97M-V/def2-TZVPD.

Element x y z (Å)
Mn 1.0924 -0.6776 -0.2796
C -0.9164 -1.4674 -2.7453
O -0.8140 -1.1282 -1.3610
C -1.8569 -1.4745 -0.5184
C -3.0921 -1.8792 -0.9970
C -4.1103 -2.1697 -0.0974
C -3.8984 -2.0482 1.2659
C -2.6588 -1.6440 1.7356
C -1.6269 -1.3690 0.8517
N -0.3346 -0.9283 1.2509
N -0.1642 -0.8758 2.5064
C 0.9778 -0.3856 3.0484
C 2.0545 0.2387 2.3489
O 2.1281 0.4157 1.0752
C 3.1444 0.7641 3.1318
C 3.1550 0.6735 4.4770
C 2.0930 0.0559 5.2133
C 2.1428 -0.0112 6.6164
C 1.1245 -0.6017 7.3201
C 0.0351 -1.1376 6.6203
C -0.0284 -1.0803 5.2488
C 1.0038 -0.4766 4.5077
H -1.7258 -0.9081 -3.2157
H -1.0787 -2.5403 -2.8599
H 0.0343 -1.1807 -3.1890
H -3.2778 -1.9651 -2.0571
H -5.0747 -2.4825 -0.4731
H -4.6946 -2.2588 1.9652
H -2.4758 -1.5265 2.7936
H 3.9454 1.2388 2.5824
H 3.9882 1.0788 5.0394
H 2.9965 0.4127 7.1299
H 1.1588 -0.6532 8.3993
H -0.7724 -1.6047 7.1688
H -0.8784 -1.4996 4.7323
C 0.3468 3.6363 2.9905
Sb -0.7113 2.6256 1.4304
C -2.5939 3.5479 1.8758
C -0.0593 4.0021 -0.1364
C -0.7542 5.3226 -0.1556
C -0.1274 6.3659 0.5381
C -0.6739 7.6297 0.6285
C -1.8851 7.8862 0.0006
C -2.5129 6.8659 -0.6861
C -1.9853 5.5733 -0.7730
C -2.8796 4.5980 -1.5273
Sb -2.5526 2.5039 -1.9462
C -1.7774 2.8349 -3.9230
C -4.5863 2.2342 -2.5361
H 0.0844 4.6935 3.0229
H 1.4215 3.5331 2.8396
H 0.0874 3.1751 3.9435
H -2.5687 4.6133 1.6553
H -2.7830 3.4096 2.9399
H -3.4060 3.0783 1.3223
H -0.1160 3.4798 -1.0898
H 1.0008 4.1612 0.0714
H 0.8249 6.1646 1.0145
H -0.1564 8.4062 1.1754
H -2.3345 8.8690 0.0429
H -3.4619 7.0635 -1.1723
H -3.0770 5.0181 -2.5184
H -3.8524 4.5882 -1.0268
H -2.5807 3.1876 -4.5685
H -1.3499 1.9298 -4.3526
H -1.0046 3.6027 -3.8812
H -4.9087 3.0813 -3.1408
H -5.2218 2.1568 -1.6556
H -4.6890 1.3201 -3.1192
Se 4.2456 -1.3469 -1.6558
Se 2.8244 -2.7832 -2.7878
C 1.9363 -3.6506 -1.3133
C 1.7209 -5.0148 -1.4503
C 1.1298 -5.6977 -0.4016
C 0.8193 -5.0076 0.7592
C 1.0591 -3.6477 0.7995
N 1.5775 -2.9627 -0.2307
C 3.3918 0.3054 -2.1448
C 4.1567 1.3275 -2.6800
C 3.5251 2.5141 -3.0207
C 2.1556 2.6307 -2.8457
C 1.4728 1.5566 -2.3049
N 2.0790 0.4205 -1.9447
H 2.0348 -5.5321 -2.3462
H 0.9444 -6.7606 -0.4807
H 0.3944 -5.5024 1.6197
H 0.8172 -3.0740 1.6834
H 5.2163 1.1910 -2.8399
H 4.0984 3.3324 -3.4354
H 1.6225 3.5325 -3.1086
H 0.4027 1.6037 -2.1284

Computed properties:
net charge	+1
multiplicity	6
LUMO (alpha / beta)	-3.2 / -3.2	eV
relative energy (zero: lowest compared OMol25 entry of this formula, charge and spin)	0.000	eV
Kohn-Sham gap (alpha / beta)	6.6 / 6.6	eV
calculated total energy	-8314.4130	a.u.

***

> Which value of net charge does entry 3 give?

+1